(1)
9
Properties=species:S:1:pos:R:3:forces:R:3:nbo_charge:R:1 method="wB97M-V/def2-TZVPD" homo_ev="-8.88 / -8.88" orbital_gap_ha="0.3221 / 0.3222" lumo_ev="-0.117 / -0.117"
O 0.91246 -0.33785 1.54578 -0.4 0.1 0.3 -0.56
C 0.27380 -1.35860 1.48224 0.1 -1.4 -1.8 0.47
N -0.61552 -1.69749 0.39981 -0.3 -1.9 2.4 -0.41
N -0.69550 -0.71623 -0.35189 1.4 1.4 -0.5 -0.07
C -0.17874 0.28498 -0.69635 -1.0 1.3 -0.6 0.06
P -0.58556 1.98798 -1.20663 1.4 0.1 1.4 0.32
H 0.44620 -2.30160 2.03124 -0.1 0.6 0.4 0.14
H -0.31014 1.59424 -2.52139 0.6 0.5 -0.4 0.00
H 0.75301 2.54456 -0.68281 -1.6 -0.8 -1.2 0.04


(2)
12
Properties=species:S:1:pos:R:3:forces:R:3:nbo_charge:R:1 method="wB97M-V/def2-TZVPD" charge=+1 homo_ev=-12.98 orbital_gap_ha=0.3227 lumo_ev=-4.195
H -0.92373 -0.13290 0.30159 -0.5 3.2 0.9 0.25
H 0.97230 1.53313 -1.31321 -0.4 -0.2 -0.7 0.16
C 0.29382 0.73413 -0.96692 1.2 -3.5 1.3 0.41
C -0.86277 1.01323 -0.05373 1.5 -0.1 -1.5 -0.18
O -1.97761 1.47041 -0.75191 0.0 -0.2 -0.7 -0.52
C -2.78318 2.32635 -0.10973 -0.7 -0.1 1.3 0.98
O -3.35344 2.10212 0.92421 0.3 0.1 -0.6 -0.58
O -2.81878 3.44658 -0.80513 -0.3 0.5 -0.6 -0.66
Rb 2.80110 -3.80893 -0.17673 -0.1 0.2 0.0 1.00
O 0.69255 -0.43734 -0.81554 0.6 1.9 -1.5 -0.58
H -0.25339 1.98884 0.24378 -1.6 -1.8 1.9 0.23
H -3.54574 4.00369 -0.49702 0.0 0.0 0.2 0.51


(3)
39
Properties=species:S:1:pos:R:3:forces:R:3:mulliken_spin:R:1 method="wB97M-V/def2-TZVPD" charge=-1 homo_ev="-0.81 / -1.97" orbital_gap_ha="0.1399 / 0.1822" spin_multiplicity=5 lumo_ev="2.999 / 2.990"
C 2.02385 -3.82691 -0.34359 0.1 -0.3 0.1 0.01
N 0.66121 -3.49259 -0.71681 -0.2 0.1 0.0 -0.01
C 0.33522 -3.89081 -2.07686 0.1 -0.2 0.1 0.00
C -0.34473 -3.96092 0.22564 0.2 -0.3 0.1 0.00
H 2.26824 -3.44611 0.66590 -0.2 -0.1 -0.5 0.00
H 2.20793 -4.93380 -0.33728 -0.1 0.4 0.0 0.00
H 2.74135 -3.38309 -1.05430 -0.4 -0.1 0.2 0.00
H -0.67632 -3.54529 -2.34179 0.4 0.0 0.1 0.00
H 1.05578 -3.45467 -2.78682 -0.3 -0.1 0.3 0.00
H 0.35717 -5.00218 -2.19654 0.0 0.3 0.0 0.00
H -1.34361 -3.60809 -0.07728 0.4 0.0 0.1 0.00
H -0.38589 -5.07957 0.27046 0.0 0.4 0.0 0.00
H -0.13732 -3.58601 1.24514 0.0 -0.1 -0.5 0.00
C 0.91002 -0.08531 -1.73110 -0.1 -0.1 -0.2 -0.04
C 1.16968 1.27692 -1.20281 0.1 0.4 -0.3 0.63
C 1.07953 1.59053 0.15069 1.2 -0.3 0.4 -0.17
C 1.23314 2.92663 0.73113 1.4 -0.4 1.0 0.00
C 0.88390 2.85374 2.14207 1.6 -0.4 -0.4 0.08
C 0.49464 1.52357 2.44037 1.0 -0.5 0.1 0.10
C 0.55722 0.73751 1.22822 1.2 -0.7 0.3 0.02
Fe -0.65749 2.33374 0.92603 -0.4 -1.0 -0.5 3.05
C -2.26048 1.97159 -0.32554 -1.0 1.3 0.5 0.08
C -1.65929 3.26817 -0.59706 -1.7 0.2 0.9 0.04
C -1.70304 4.04952 0.62975 -2.1 -0.8 -0.6 0.02
C -2.33231 3.23478 1.65782 -1.3 0.4 -1.3 -0.02
C -2.67507 1.95145 1.06791 -0.7 1.5 -1.0 0.03
H 0.72171 -0.05709 -2.81615 0.0 -0.1 0.2 0.00
H 1.76407 -0.75979 -1.55462 -0.1 -0.1 -0.1 0.04
H 0.03753 -0.54250 -1.23793 0.2 0.0 -0.1 0.02
H 1.50781 2.05486 -1.88753 -0.1 -0.1 0.1 0.02
H 1.62882 3.79959 0.22534 -0.2 -0.2 0.0 0.00
H 0.95475 3.68066 2.81064 -0.1 0.3 0.4 0.01
H 0.23091 1.12107 3.40033 -0.2 0.1 0.2 0.02
H 0.35997 -0.34225 1.15565 0.1 0.7 0.0 0.02
H -2.45958 1.20987 -1.05559 0.2 -0.2 -0.1 -0.01
H -1.33273 3.61836 -1.55250 0.3 0.0 -0.3 0.01
H -1.40769 5.06934 0.72835 0.3 0.4 0.1 0.01
H -2.58351 3.56018 2.64564 0.1 0.0 0.3 0.01
H -3.22540 1.16486 1.54501 0.1 -0.3 0.2 0.01


(4)
13
Properties=species:S:1:pos:R:3:forces:R:3:nbo_charge:R:1 method="wB97M-V/def2-TZVPD" smiles="O=NC1=CCC1.[H][H]" homo_ev="-9.17 / -9.17" orbital_gap_ha="0.3104 / 0.3104" lumo_ev="-0.722 / -0.723"
O 2.53802 -0.13942 -0.70766 -0.2 0.5 0.1 -0.29
N 1.88052 0.81412 -0.33414 0.2 -0.5 -0.2 0.12
C 0.49224 0.52520 -0.24007 -0.1 -0.1 0.0 0.01
C -0.26602 -0.54041 -0.54523 0.1 0.0 0.0 -0.09
C -1.52409 0.11475 -0.02690 -0.2 0.0 0.0 -0.43
C -0.64533 1.37084 0.27757 0.0 0.2 0.1 -0.42
H -0.06061 -1.50537 -0.99550 0.0 0.2 0.1 0.22
H -2.32394 0.26068 -0.75974 0.1 0.0 0.1 0.22
H -1.94120 -0.36644 0.86433 0.0 0.1 -0.1 0.22
H -0.88978 2.24586 -0.33208 0.0 -0.1 0.1 0.22
H -0.59166 1.66474 1.32988 0.0 -0.1 -0.1 0.21
H 1.89224 -2.01726 0.52172 0.0 -0.1 0.1 0.01
H 1.43962 -2.42729 0.94783 0.1 0.0 0.0 -0.02